1.
16
Properties=species:S:1:pos:R:3:forces:R:3 method="wB97M-V/def2-TZVPD" e_tot_ev=-7842.2380 orbital_gap_ev=4.7 total_charge=-1
C 0.37612 1.41615 0.92525 -2.0247 0.0294 1.9495
N 0.41932 1.02455 2.19659 -1.7833 1.1017 -3.0543
C 0.43113 -0.19016 -2.32765 -0.5460 -0.0116 -1.0501
O 0.37784 -0.70257 -3.57896 0.2620 0.4868 0.4377
C 0.01314 -0.36932 1.83858 1.4720 -4.0109 2.7482
C -1.34326 -0.80328 1.23046 -0.3013 4.1333 -2.0397
H -0.59699 1.88485 0.54988 1.6144 0.9418 0.2699
H 1.06711 1.12932 0.13677 0.1679 -0.7132 -0.3241
H 1.42392 -0.28864 -1.81878 -0.1364 -0.6209 0.4755
H -0.44883 -0.54614 -1.72843 0.5635 -0.3380 0.6446
H 0.28786 0.91686 -2.19318 -0.0777 0.5798 -0.4761
H -0.03479 -0.89169 2.82211 0.6841 0.4046 -0.1987
H 0.81877 -0.88871 1.27830 -0.3487 0.1442 -0.0154
H -2.16616 -0.12517 1.53107 0.4798 0.2171 0.2512
H -1.15386 -0.46792 0.16792 -1.0792 -1.4271 0.4572
H -1.84028 -1.74252 1.39966 1.0537 -0.9169 -0.0755


2.
78
Properties=species:S:1:pos:R:3:forces:R:3 method="wB97M-V/def2-TZVPD" e_tot_ev=-126482.3517 orbital_gap_ev="4.6 / 5.4" spin_multiplicity=3 s_squared=2.02 total_charge=-1
Pt 1.03792 0.64848 0.57185 -0.3912 -0.7634 0.2733
C 5.40208 0.26519 0.39703 -0.0379 0.0689 -0.0269
C 5.75811 1.48037 -0.18965 0.0102 -0.0918 0.0281
C 4.77309 2.41280 -0.44147 -0.0239 0.0734 0.0493
C 3.43635 2.12447 -0.14565 0.0601 -0.0713 -0.0506
C 3.04136 0.87143 0.36836 0.2520 -0.0397 0.0033
C 4.07636 -0.02360 0.67411 0.0204 0.1335 -0.0631
C 2.39445 3.14426 -0.17470 0.1421 0.0024 -0.1364
C 2.59183 4.45473 -0.68963 0.1499 -0.0639 -0.0443
C 1.61805 5.38530 -0.57667 -0.0209 0.1539 -0.0212
C 0.45794 5.08089 0.17331 -0.0995 -0.0621 0.0418
C -0.52288 6.05098 0.48370 0.0935 -0.0078 -0.0513
C -1.54726 5.75177 1.33436 -0.0358 -0.1180 0.0695
C -1.61195 4.46821 1.92034 -0.0690 0.2183 -0.0298
C -0.70588 3.50008 1.59623 0.0808 -0.0969 0.0104
C 0.32998 3.76948 0.67865 0.0147 0.0626 0.0104
N 1.24384 2.78635 0.37229 -0.3000 0.3674 0.1252
H 6.17005 -0.45931 0.64560 -0.0044 0.0178 0.0034
H 6.79494 1.70579 -0.40802 -0.0245 -0.0132 -0.0023
H 5.05483 3.38578 -0.82965 -0.0124 -0.0595 -0.0011
H 3.84035 -0.95778 1.15951 -0.0331 -0.0501 -0.0001
H 3.51746 4.68607 -1.19456 0.0077 -0.0123 -0.0127
H 1.73753 6.37848 -0.99846 -0.0102 -0.0593 0.0127
H -0.42336 7.04473 0.05907 -0.0016 -0.0450 0.0097
H -2.28623 6.50224 1.58489 -0.0019 -0.0201 0.0132
H -2.38291 4.25510 2.65000 -0.0047 0.0034 0.0072
H -0.70197 2.53440 2.08385 0.0126 -0.0586 -0.0229
C -2.12232 1.74669 -0.82132 0.1901 0.0661 -0.0165
P -1.30719 0.42382 0.13927 0.2442 -0.2789 -0.0129
C -1.44259 -0.93159 -1.07827 -0.3286 -0.0060 0.0040
N -2.59566 -1.07791 -1.77099 0.0557 0.0582 0.0281
C -2.63750 -2.14486 -2.63706 0.1136 0.0990 0.0974
C -3.79904 -2.38911 -3.38637 -0.0032 -0.0403 -0.0367
C -3.87273 -3.45233 -4.27471 0.0196 0.0581 0.0704
C -2.78034 -4.30234 -4.43605 0.1157 0.0171 0.0545
C -1.61966 -4.08417 -3.70610 -0.0371 0.0118 0.0109
C -1.52056 -3.01809 -2.79888 0.0680 0.1024 0.0963
N -0.35552 -2.82642 -2.08950 -0.0545 0.0759 0.0395
C -0.36130 -1.77307 -1.24330 0.0647 -0.3276 -0.1320
P 1.12907 -1.48940 -0.24682 -0.1041 0.4392 -0.2720
C 2.42072 -1.70822 -1.51851 -0.0053 -0.0419 0.0918
C 1.23835 -3.03190 0.83328 0.0587 0.2190 0.1755
C 1.77446 -4.21962 0.02896 -0.0440 -0.0642 0.0204
C -0.17271 -3.35955 1.33306 -0.0306 -0.0136 0.0312
C 2.13564 -2.77508 2.05381 0.0371 0.0283 -0.0605
C -2.55382 0.02689 1.52362 0.0898 0.0468 0.0460
C -1.77769 -0.28187 2.81396 -0.1074 0.1136 0.0238
C -3.43493 -1.17419 1.16810 -0.0029 -0.0609 0.0289
C -3.47309 1.22775 1.77737 -0.0724 -0.0517 -0.0019
H -3.04320 1.33845 -1.23294 -0.0603 0.0028 -0.0346
H -1.45188 1.99794 -1.64484 -0.0064 -0.0078 -0.0037
H -2.31418 2.64258 -0.23597 -0.0036 -0.0414 -0.0106
H -4.63801 -1.71587 -3.24797 0.0334 -0.0083 0.0024
H -4.77974 -3.62311 -4.84365 0.0119 0.0221 0.0196
H -2.83491 -5.13178 -5.13314 0.0098 0.0320 0.0360
H -0.75461 -4.73011 -3.81696 -0.0462 0.0288 0.0068
H 2.15551 -2.56283 -2.13816 -0.0039 -0.0190 -0.0031
H 3.40988 -1.83434 -1.08477 0.0047 -0.0070 0.0104
H 2.41649 -0.80022 -2.11779 0.0201 0.0296 -0.0328
H 1.16025 -4.40853 -0.85368 0.0415 0.0114 0.0376
H 1.75081 -5.10794 0.67237 0.0156 0.0500 -0.0448
H 2.81048 -4.06430 -0.28473 -0.0839 -0.0055 0.0316
H -0.84470 -3.61434 0.51131 0.0331 0.0106 0.0173
H -0.60631 -2.52764 1.89432 0.0930 -0.2028 -0.1192
H -0.10998 -4.22061 2.00880 -0.0175 0.0575 -0.0412
H 3.19464 -2.78011 1.77908 -0.0536 0.0007 -0.0119
H 1.99267 -3.58378 2.78093 0.0058 0.0413 -0.0736
H 1.91179 -1.82239 2.54727 -0.0062 -0.0952 -0.0464
H -0.89580 -0.89442 2.63704 -0.0418 0.0887 0.0456
H -2.43090 -0.81016 3.52004 0.0167 0.0872 -0.0620
H -1.41620 0.63029 3.29820 0.0018 -0.0432 -0.0507
H -2.85086 -2.09568 1.10586 -0.0265 0.0451 -0.0255
H -3.94660 -1.04353 0.21500 0.0166 0.0101 0.0382
H -4.18073 -1.29494 1.96383 0.0573 -0.0274 -0.0435
H -2.91875 2.15271 1.92956 -0.0308 -0.0475 0.0149
H -4.05493 1.03725 2.68629 0.0066 -0.0150 -0.0529
H -4.17492 1.37789 0.95240 0.0514 0.0050 0.0576
Se 1.47901 0.85736 3.36401 -0.0790 0.0781 -0.1419


3.
55
Properties=species:S:1:pos:R:3:forces:R:3 method="wB97M-V/def2-TZVPD" e_tot_ev=-72701.6519 orbital_gap_ev=7.8 total_charge=+1
O 1.63053 5.78911 -3.96553 0.0683 -0.1063 0.0696
C 0.60252 4.83859 -4.18202 0.0171 0.0488 -0.0322
C 0.52494 3.77275 -3.06296 0.0055 0.0330 -0.0188
C 0.63039 2.32854 -3.57010 -0.1454 0.0598 -0.0976
S 1.93548 1.27446 -2.86490 -0.0331 -0.1114 -0.1894
C 1.77829 1.45217 -1.08038 -0.1067 0.0529 0.2690
C 3.01269 0.98042 -0.28535 0.0948 -0.0294 0.0048
O 3.25203 1.83542 0.79997 0.0466 -0.0785 -0.0419
C 2.78875 -0.42233 0.29539 -0.1115 -0.0322 -0.0381
F 2.16206 -1.19791 -0.61192 0.0809 0.0053 -0.1061
F 2.03422 -0.39644 1.39051 -0.0450 0.0385 0.0084
F 3.95130 -1.00379 0.58784 0.0426 0.0445 0.0901
P 3.66798 2.49104 -3.59840 0.1370 0.1489 0.1270
O 4.16170 3.26950 -2.26590 -0.0463 -0.1130 -0.0198
I 5.24041 0.66420 -3.72048 0.0654 -0.0480 -0.0581
H 2.48192 5.42209 -4.22769 -0.0851 0.0488 -0.0519
H -0.32183 5.41444 -4.19653 0.0416 -0.0363 -0.0425
H 0.71456 4.36850 -5.16752 -0.0548 0.0165 0.0681
H -0.41884 3.86950 -2.52551 0.1055 -0.0682 0.0701
H 1.31369 4.02182 -2.34485 -0.0403 -0.0571 -0.0411
H 0.87784 2.30124 -4.63700 -0.0409 -0.0859 0.0657
H -0.28799 1.75393 -3.43566 0.0426 0.0657 0.0789
H 0.90104 0.84594 -0.85674 -0.0979 0.0692 0.0839
H 1.53860 2.48172 -0.81961 0.1255 0.0105 -0.1005
H 3.90061 0.86513 -0.91822 -0.1254 0.0738 -0.0458
H 3.85063 2.54601 0.54641 -0.0619 -0.0169 0.0217
H 4.97061 2.91654 -1.86554 -0.0258 0.0815 -0.0057
C -3.27585 -0.32095 2.92690 -0.0543 0.0102 0.0516
C -4.28035 -0.10944 1.99305 0.0194 -0.0282 -0.0032
C -4.00378 0.56765 0.81807 -0.0358 -0.0648 -0.0015
C -2.71037 1.01382 0.60966 -0.0057 0.0578 0.0398
C -1.69779 0.83269 1.53677 0.0591 -0.0059 -0.0014
C -1.99077 0.15395 2.70471 -0.0351 0.0149 0.0530
N -2.41024 1.70353 -0.64705 0.1183 0.0055 -0.1760
O -3.31818 1.97009 -1.39766 0.0198 0.0057 0.0366
O -1.23310 1.96765 -0.89825 -0.0156 -0.0699 0.0721
H -3.49834 -0.86448 3.83606 -0.0014 0.0140 0.0056
H -5.27721 -0.48741 2.17081 0.0049 0.0004 0.0025
H -4.76536 0.73346 0.07116 0.0211 0.0160 -0.0133
H -0.70756 1.22057 1.35504 0.0165 0.0046 -0.0560
H -1.21527 -0.00913 3.44084 -0.0004 0.0146 -0.0059
C -0.08527 -6.35318 3.57131 -0.0114 0.0133 -0.0109
C -1.46375 -6.51964 3.55262 0.0160 0.0066 -0.0043
C -2.27054 -5.58022 2.93033 -0.0064 -0.0373 0.0272
C -1.66627 -4.48708 2.33606 0.0004 -0.0094 -0.0088
C -0.29564 -4.29868 2.33956 0.0526 0.0004 0.0097
C 0.49695 -5.24589 2.96741 -0.0138 -0.0132 0.0055
N -2.51732 -3.48230 1.67658 -0.1102 0.1033 0.0106
O -3.72106 -3.64218 1.71557 0.0752 0.0082 -0.0030
O -1.97075 -2.53476 1.14207 0.0686 -0.0945 -0.0740
H 0.53877 -7.09064 4.05839 -0.0022 0.0038 0.0009
H -1.91416 -7.38275 4.02320 0.0040 0.0021 -0.0021
H -3.34450 -5.68757 2.90325 0.0027 0.0273 -0.0185
H 0.13264 -3.43015 1.86153 -0.0360 0.0028 -0.0043
H 1.57096 -5.11954 2.98470 -0.0038 -0.0028 0.0004


4.
99
Properties=species:S:1:pos:R:3:forces:R:3 method="wB97M-V/def2-TZVPD" e_tot_ev=-89049.6246 orbital_gap_ev=7.5 total_charge=+1
Li -0.24740 0.06054 0.28807 -0.2079 -0.4845 -0.3131
C -2.12828 3.09965 -2.25178 0.0779 -0.1726 -0.0194
C -1.30374 2.00559 -1.62647 -0.5152 0.1490 -0.1069
N -1.78212 1.05833 -0.91813 0.5645 -0.0309 0.0772
N -3.10122 0.96201 -0.70466 -0.5424 0.2002 -0.0548
C -3.62538 -0.10957 -0.03322 0.0923 -0.0849 0.0671
N -4.96933 -0.20541 -0.11401 0.0249 0.1418 -0.0130
S -2.70910 -1.20611 0.79013 -0.0024 -0.0394 0.2075
C 0.15569 1.97813 -1.86721 0.4561 0.0861 -0.1784
C 0.72948 2.79121 -2.84569 -0.1474 -0.0408 0.0305
C 2.09752 2.75191 -3.04466 0.1256 -0.0505 0.0567
C 2.86841 1.91986 -2.24916 -0.0717 0.1194 -0.0554
C 2.21722 1.13807 -1.30814 0.0556 -0.0219 -0.0518
N 0.90105 1.14215 -1.13191 -0.1458 0.0665 -0.0492
H -3.05061 3.28033 -1.70088 0.0297 0.0573 0.0052
H -2.38701 2.83348 -3.27987 -0.0221 0.0443 -0.0228
H -1.57472 4.03560 -2.26450 -0.0279 0.0192 -0.0166
H -3.73961 1.57704 -1.18960 0.0670 -0.0146 -0.1358
H -5.54310 0.52686 -0.49836 -0.0002 -0.0336 -0.0285
H -5.41015 -0.90622 0.45476 -0.0159 -0.0110 0.0175
H 0.11751 3.43167 -3.46433 -0.0133 0.0022 0.0325
H 2.55915 3.36962 -3.80369 -0.0221 0.0037 -0.0059
H 3.94355 1.88247 -2.35360 -0.0011 -0.0566 0.0237
H 2.78683 0.48510 -0.65695 -0.0050 -0.0244 -0.0404
C 1.07234 -3.34776 3.22864 0.1097 0.1434 0.0946
C 1.07062 -1.82471 3.34667 -0.1535 -0.0923 -0.2064
C -0.35539 -1.31715 3.56786 0.1166 -0.0084 0.0006
C 1.76373 -1.13988 2.15905 0.3070 0.1085 0.1273
C 3.26489 -1.47336 2.10112 -0.1803 -0.0207 0.1703
O 3.50171 -1.77563 0.72290 0.0929 -0.0168 -0.1888
C 2.29315 -1.82294 0.10543 -0.0707 0.1136 0.3930
N 1.27679 -1.50094 0.80948 0.0102 0.0112 0.2207
C 2.37585 -2.20190 -1.31915 0.1347 -0.0464 -0.3020
C 3.64548 -2.54928 -1.79747 0.0068 -0.0069 0.1137
C 3.84559 -2.89329 -3.11939 -0.0123 -0.0087 -0.0471
C 2.76671 -2.91733 -3.98905 0.0016 -0.0349 -0.0075
C 1.50427 -2.59120 -3.52493 0.0591 -0.0627 0.0464
C 1.28348 -2.21051 -2.20214 0.0766 0.0852 -0.0047
P -0.40707 -1.78738 -1.61101 -0.0952 -0.4470 -0.5024
C -1.24000 -1.17854 -3.12389 -0.0269 0.1153 0.0069
C -2.63327 -1.29135 -3.18285 0.0648 0.0155 0.0097
C -3.35153 -0.71216 -4.21712 -0.0385 -0.0109 0.0239
C -2.69371 0.00215 -5.21043 -0.0023 0.0427 -0.0099
C -1.31534 0.14079 -5.15068 0.0243 0.0928 -0.0299
C -0.59570 -0.43733 -4.11294 -0.0427 0.0395 0.0613
C -1.02443 -3.52171 -1.54776 -0.0524 0.0764 0.1200
C -0.96086 -4.15326 -0.30829 -0.0326 0.0842 -0.0279
C -1.35115 -5.47573 -0.16463 0.0132 -0.0374 0.0547
C -1.80848 -6.18402 -1.26491 0.0063 -0.0238 0.0050
C -1.87208 -5.56458 -2.50489 -0.0026 0.0171 -0.0825
C -1.48394 -4.24091 -2.64960 0.0639 -0.0325 0.0909
H 0.56684 -3.77667 4.09404 0.0222 -0.0767 -0.0170
H 2.08126 -3.76123 3.18571 -0.0621 -0.0776 0.0107
H 0.53790 -3.65751 2.33138 -0.0187 -0.0325 -0.0168
H 1.67463 -1.54763 4.21888 0.0131 0.0464 -0.0094
H -1.06207 -1.90710 2.98788 -0.0799 0.0155 -0.0888
H -0.45942 -0.27448 3.27048 -0.0543 0.0535 0.0317
H -0.64220 -1.40218 4.61719 0.0008 -0.0371 -0.0093
H 1.61388 -0.05789 2.26597 0.0075 -0.0550 0.0448
H 3.51564 -2.35883 2.68766 0.0278 0.0652 -0.0136
H 3.90997 -0.65175 2.40710 0.0222 0.0112 -0.0984
H 4.48040 -2.54865 -1.11303 0.0016 0.0014 -0.0213
H 4.83669 -3.15156 -3.46754 0.0011 -0.0028 0.0148
H 2.90598 -3.20023 -5.02464 -0.0147 -0.0063 0.0034
H 0.66756 -2.63326 -4.20879 0.0176 -0.0346 0.0101
H -3.15375 -1.84845 -2.41193 -0.0290 -0.0337 -0.0013
H -4.42781 -0.82996 -4.25661 0.0117 -0.0075 0.0044
H -3.25121 0.44129 -6.02793 0.0040 -0.0050 0.0065
H -0.79318 0.69830 -5.91970 -0.0076 -0.0229 0.0149
H 0.48048 -0.32150 -4.08088 -0.0016 0.0742 -0.0235
H -0.59953 -3.58646 0.54076 -0.0480 -0.0219 0.0594
H -1.30618 -5.95180 0.80686 0.0209 0.0068 -0.0048
H -2.11178 -7.21751 -1.15959 -0.0105 0.0080 0.0066
H -2.22014 -6.11474 -3.37017 -0.0128 -0.0054 0.0206
H -1.53951 -3.77870 -3.62586 -0.0056 0.0471 -0.0300
O -0.18513 1.54714 1.39254 0.2563 0.1008 0.4139
S -0.74388 2.81437 1.94796 0.0631 0.2336 0.5974
C -0.80567 2.58931 3.73621 -0.0685 0.0739 -0.3154
C -2.03345 2.68447 4.37021 -0.0024 0.0155 -0.1057
C -2.11072 2.43860 5.73502 -0.0028 0.0370 0.0309
C -0.96680 2.10032 6.44035 -0.0389 -0.0143 0.0514
C 0.25974 2.00705 5.79264 0.0906 -0.0208 -0.1249
C 0.34597 2.25366 4.43337 0.0394 -0.0103 0.0576
C 0.60866 4.00680 1.91079 -0.1325 -0.1351 -0.0855
C 0.40532 5.28029 2.42182 -0.0876 -0.0017 0.0261
C 1.44098 6.19800 2.36819 -0.0300 0.0103 -0.0043
C 2.65978 5.84028 1.80372 0.0483 -0.0334 -0.0278
C 2.84835 4.56395 1.29366 -0.0023 0.1067 0.0145
C 1.81341 3.63989 1.34078 -0.0534 -0.1988 -0.0586
H -2.91708 2.95049 3.80263 -0.0106 -0.0328 0.0136
H -3.06190 2.51597 6.24417 0.0032 -0.0140 -0.0034
H -1.02698 1.90909 7.50371 -0.0071 0.0021 -0.0055
H 1.15371 1.74368 6.34238 -0.0287 0.0088 0.0457
H 1.29692 2.19171 3.91813 0.0049 -0.0087 -0.0047
H -0.54746 5.54569 2.86639 0.0214 0.0294 -0.0009
H 1.30007 7.19441 2.76484 -0.0115 -0.0054 0.0048
H 3.46369 6.56292 1.75866 0.0011 -0.0050 0.0176
H 3.79983 4.28963 0.85733 -0.0080 -0.0120 -0.0121
H 1.92193 2.63840 0.94109 0.0195 0.0437 0.0258


These records have energy above the lowest of the compared OMol25 structures with the same formula, charge and spin values of 122.2; 0.0; 0.0; 0.0 kcal/mol, in the order they appear.